8
Properties=species:S:1:pos:R:3:forces:R:3:mulliken_charge:R:1 method="wB97M-V/def2-TZVPD" total_energy_ev=-8168.5012 homo_energy_ev=-10.38 gap_ev=9.307 smiles="[H]/N=C(/C#N)C=O" multiplicity=1
C -0.02610 0.58140 0.02813 4.385 -5.226 -0.178 0.396
H 1.74490 0.54823 -0.45527 0.458 -0.175 0.403 0.322
N -2.41810 1.18074 0.12709 -2.065 0.013 0.205 -0.319
O 1.39534 -1.45877 0.03090 0.186 -0.548 0.032 -0.428
C -1.33963 0.82930 0.18033 -1.387 2.238 0.108 0.158
H -0.63298 -1.77420 0.20950 0.288 -0.152 0.153 0.349
C 0.26412 -1.13133 0.12786 -0.822 2.601 -0.453 0.114
N 1.01246 1.22461 -0.24854 -1.042 1.248 -0.271 -0.591